Entry 1:
Computed, not measured: 3 unconnected molecules or ions with the total composition C3H13N4O in a non-equilibrium geometry, with the ωB97M-V functional and the def2-TZVPD basis.

Each line ends with the Löwdin charge.
CARTESIAN COORDINATES (ANGSTROEM)
C -0.11 2.02 -0.98  0.015
C -0.60 0.77 -0.19  -0.468
C 1.61 -0.24 -0.17  -0.269
N -0.79 0.99 1.06  0.246
N 2.17 -0.63 0.96  0.090
N 2.36 0.17 -1.21  0.080
N -2.42 -2.11 0.84  -0.001
O -1.10 -0.22 -0.87  0.117
H 0.82 2.51 -0.70  0.093
H -0.92 2.76 -0.70  0.120
H -0.07 1.91 -2.04  0.076
H -1.18 0.26 1.56  0.108
H -0.42 1.79 1.39  0.100
H 1.68 -1.10 1.76  0.131
H 3.19 -0.78 0.86  0.116
H 3.18 -0.37 -1.52  0.116
H 1.86 0.38 -2.08  0.093
H -2.64 -2.39 1.79  0.030
H -3.31 -2.17 0.12  0.138
H -1.76 -2.73 0.40  0.024
H -1.53 -0.84 -0.29  0.045

- charge = +1
- LUMO level (eV) = -2.762
- E_tot (Eh) = -416.0820
- E_HOMO (eV) = -11.95
- energy above the lowest of the compared OMol25 structures with the same formula, charge and spin (eV) = 2.538
- frontier orbital gap (eV) = 9.19

Entry 2:
Computed, not measured: a molecular structure, C47H55Cl2N7Tl, with the ωB97M-V functional and the def2-TZVPD basis.

Each line ends with the Löwdin charge.
CARTESIAN COORDINATES (ANGSTROEM)
Tl 0.16 -0.19 0.15  1.065
C -0.31 -3.31 5.84  -0.087
C 0.42 -1.97 5.62  -0.196
C -0.09 -1.22 4.43  -0.170
C -0.95 -0.17 4.42  -0.148
C -1.63 0.48 5.58  -0.196
C -3.04 -0.08 5.83  -0.086
C -1.16 0.22 3.02  -0.261
C -2.09 1.12 2.57  -0.004
C -2.42 1.44 1.19  -0.284
C -3.44 2.29 0.75  -0.176
C -4.48 2.94 1.62  -0.214
C -5.64 1.99 1.96  -0.100
C -3.37 2.33 -0.65  -0.172
C -2.29 1.51 -1.03  -0.251
C -1.82 1.26 -2.38  0.018
C -0.85 0.39 -2.80  -0.256
N -0.06 -0.40 -1.99  -0.013
C 0.62 -1.33 -2.78  -0.257
C 1.31 -2.42 -2.33  0.020
C 1.44 -2.91 -0.97  -0.255
N 0.95 -2.27 0.14  0.000
C 1.28 -3.00 1.25  -0.280
C 1.00 -2.60 2.62  0.002
C 0.27 -1.52 3.05  -0.307
N -0.35 -0.59 2.24  -0.014
C 1.98 -4.15 0.85  -0.175
C 2.08 -4.09 -0.56  -0.172
C 2.77 -5.07 -1.46  -0.210
C 4.19 -4.62 -1.83  -0.105
C 2.48 -5.23 1.75  -0.215
C 1.39 -6.24 2.14  -0.101
C 0.32 -1.01 -4.17  -0.139
C -0.56 0.02 -4.19  -0.142
C -1.21 0.65 -5.38  -0.200
C -0.67 2.06 -5.67  -0.097
C 0.80 -1.81 -5.34  -0.204
C -0.12 -3.00 -5.64  -0.093
N -1.74 0.97 0.10  0.000
C -4.24 3.11 -1.59  -0.212
C -3.62 4.46 -1.99  -0.104
H 0.13 -3.86 6.67  0.065
H -0.26 -3.93 4.94  0.063
H -1.36 -3.13 6.06  0.064
H 1.49 -2.16 5.49  0.106
H 0.31 -1.35 6.51  0.097
H -1.69 1.56 5.40  0.103
H -1.03 0.34 6.48  0.097
H -3.66 0.05 4.94  0.065
H -3.53 0.43 6.66  0.065
H -2.99 -1.15 6.05  0.064
H -2.66 1.65 3.32  0.091
H -4.88 3.82 1.12  0.094
H -4.02 3.28 2.56  0.095
H -6.17 1.70 1.05  0.069
H -6.35 2.45 2.66  0.060
H -5.25 1.07 2.42  0.066
H -2.35 1.80 -3.17  0.087
H 1.77 -3.04 -3.09  0.088
H 1.42 -3.24 3.39  0.092
H 2.19 -5.20 -2.38  0.099
H 2.81 -6.05 -0.98  0.096
H 4.17 -3.68 -2.38  0.061
H 4.71 -5.37 -2.44  0.059
H 4.78 -4.46 -0.92  0.064
H 2.90 -4.80 2.66  0.097
H 3.30 -5.77 1.26  0.095
H 0.56 -5.72 2.62  0.065
H 1.77 -7.00 2.83  0.060
H 1.00 -6.74 1.25  0.070
H -2.29 0.71 -5.22  0.110
H -1.05 0.02 -6.26  0.097
H -0.82 2.71 -4.81  0.061
H -1.18 2.51 -6.53  0.064
H 0.40 2.02 -5.89  0.070
H 1.81 -2.18 -5.14  0.101
H 0.87 -1.17 -6.23  0.099
H -0.22 -3.63 -4.75  0.072
H 0.26 -3.61 -6.46  0.064
H -1.12 -2.65 -5.90  0.070
H -5.21 3.29 -1.12  0.095
H -4.43 2.52 -2.49  0.099
H -3.50 5.10 -1.12  0.065
H -4.23 4.99 -2.73  0.059
H -2.62 4.29 -2.42  0.060
N 2.50 1.83 -1.50  0.140
C 3.22 0.77 -0.94  -0.309
C 4.45 0.44 -1.52  -0.014
C 5.20 -0.55 -0.94  -0.068
C 4.73 -1.19 0.20  -0.050
C 3.49 -0.82 0.67  -0.140
N 2.73 0.12 0.10  0.085
C 1.61 2.70 -0.87  -0.309
C 1.50 4.01 -1.37  -0.011
C 0.70 4.90 -0.70  -0.067
C 0.04 4.49 0.45  -0.047
C 0.16 3.17 0.83  -0.138
N 0.91 2.28 0.17  0.088
H 2.91 2.20 -2.33  0.131
H 4.80 0.98 -2.39  0.108
H 6.16 -0.82 -1.37  0.106
H 5.29 -1.97 0.69  0.106
H 3.05 -1.31 1.53  0.082
H 2.05 4.30 -2.26  0.110
H 0.61 5.92 -1.06  0.107
H -0.59 5.16 1.02  0.107
H -0.40 2.78 1.67  0.101
Cl 3.84 3.02 2.11  0.512
C 2.52 2.46 3.17  -0.974
Cl 2.57 0.73 3.47  0.648
H 1.59 2.69 2.67  -0.016
H 2.60 2.98 4.12  0.023

- charge = -1
- LUMO level (eV) = 2.285
- E_tot (Eh) = -3300.2141
- E_HOMO (eV) = -1.82
- energy above the lowest of the compared OMol25 structures with the same formula, charge and spin (eV) = 0.095
- frontier orbital gap (eV) = 4.11

Entry 3:
Computed, not measured: 2 unconnected molecules or ions with the total composition C4H14N4 in a non-equilibrium geometry, with the ωB97M-V functional and the def2-TZVPD basis.

Each line ends with the Löwdin charge.
CARTESIAN COORDINATES (ANGSTROEM)
H 0.90 1.85 1.87  0.014
N 0.87 2.26 0.96  0.050
C -0.28 2.06 0.44  -0.360
N -0.52 2.36 -0.86  -0.073
C -1.84 2.27 -1.43  -0.116
H -1.16 1.74 1.00  0.123
H 0.29 2.66 -1.36  0.125
H -1.83 2.51 -2.49  0.080
H -2.26 1.27 -1.34  0.077
H -2.54 2.97 -0.96  0.078
N -0.28 -1.56 1.91  -0.015
C 0.89 -1.80 1.02  -0.295
C 0.41 -1.79 -0.43  -0.311
N 1.45 -1.87 -1.46  -0.010
H 0.11 -1.55 2.85  0.058
H -0.83 -2.41 1.88  0.059
H 1.38 -2.77 1.18  0.103
H 1.60 -0.99 1.19  0.100
H -0.26 -2.63 -0.62  0.106
H -0.19 -0.89 -0.59  0.093
H 1.99 -1.04 -1.51  0.051
H 2.08 -2.64 -1.24  0.062

- LUMO level (eV) = 1.062
- E_tot (Eh) = -379.7996
- E_HOMO (eV) = -8.63
- energy above the lowest of the compared OMol25 structures with the same formula, charge and spin (eV) = 0.931
- frontier orbital gap (eV) = 9.70

Entry 4:
Computed, not measured: 3 unconnected molecules or ions with the total composition C26H50ClFO5S, with the ωB97M-V functional and the def2-TZVPD basis.

Each line ends with the Löwdin charge.
CARTESIAN COORDINATES (ANGSTROEM)
C 3.50 -1.62 1.84  -0.088
C 3.64 -0.29 1.07  -0.241
C 2.40 0.60 1.23  -0.183
C 1.21 0.00 0.48  -0.121
C -0.15 0.42 1.03  -0.241
O -0.15 0.34 2.46  0.059
C -0.52 -0.91 2.84  -0.429
O -0.29 -1.36 3.92  0.155
C -1.26 -1.61 1.69  -0.130
C -2.54 -2.28 2.26  -0.162
C -2.79 -3.74 1.85  -0.716
C -2.47 -4.10 0.41  -0.121
Cl -1.89 -4.86 2.93  0.632
C -1.33 -0.50 0.62  -0.328
C -1.33 -0.85 -0.88  -0.041
C -0.24 -1.78 -1.37  -0.462
O 0.13 -2.81 -0.91  0.158
F 0.25 -1.34 -2.54  0.119
S -2.81 0.58 0.85  0.698
C -4.21 -0.28 0.14  -0.116
O -2.58 1.74 0.02  -0.308
O -3.07 0.76 2.26  -0.268
H 2.72 -1.56 2.60  0.072
H 3.25 -2.45 1.17  0.062
H 4.43 -1.88 2.35  0.070
H 4.52 0.23 1.43  0.103
H 3.76 -0.53 0.01  0.082
H 2.19 0.70 2.29  0.115
H 2.62 1.60 0.83  0.117
H 1.26 0.33 -0.56  0.135
H 1.31 -1.09 0.47  0.107
H -0.32 1.47 0.77  0.158
H -0.58 -2.41 1.39  0.151
H -3.44 -1.73 2.03  0.085
H -2.45 -2.26 3.35  0.113
H -3.84 -3.96 2.04  0.098
H -2.93 -5.06 0.15  0.083
H -1.40 -4.20 0.25  0.060
H -2.87 -3.33 -0.26  0.067
H -2.27 -1.32 -1.19  0.116
H -1.25 0.08 -1.44  0.137
H -4.98 -0.26 0.92  0.080
H -4.00 -1.32 -0.10  0.047
H -4.55 0.27 -0.73  0.078
C -5.69 4.01 -0.55  -0.107
C -4.39 4.56 0.04  -0.267
C -4.48 4.85 1.53  -0.223
C -5.50 5.91 1.93  -0.229
C -5.31 7.27 1.25  -0.272
C -3.98 7.93 1.58  -0.113
H -6.51 4.72 -0.46  0.064
H -5.57 3.78 -1.61  0.068
H -5.99 3.09 -0.04  0.069
H -4.09 5.46 -0.51  0.101
H -3.60 3.82 -0.12  0.071
H -3.49 5.14 1.89  0.104
H -4.72 3.92 2.06  0.109
H -5.46 6.05 3.01  0.109
H -6.51 5.55 1.71  0.100
H -6.12 7.93 1.57  0.103
H -5.41 7.17 0.17  0.097
H -3.87 8.08 2.66  0.074
H -3.89 8.91 1.11  0.068
H -3.13 7.33 1.24  0.064
C 3.83 -2.94 -2.25  -0.104
C 5.12 -3.63 -1.82  -0.262
C 6.34 -2.71 -1.84  -0.227
C 6.68 -2.12 -3.21  -0.229
C 6.94 -3.16 -4.30  -0.271
C 8.12 -4.08 -4.00  -0.112
H 3.88 -2.58 -3.27  0.069
H 2.98 -3.63 -2.19  0.070
H 3.61 -2.09 -1.60  0.052
H 5.30 -4.50 -2.46  0.099
H 5.00 -4.02 -0.81  0.102
H 7.20 -3.25 -1.44  0.102
H 6.16 -1.88 -1.14  0.104
H 7.57 -1.49 -3.10  0.109
H 5.88 -1.46 -3.53  0.100
H 7.13 -2.64 -5.24  0.103
H 6.04 -3.76 -4.46  0.097
H 9.04 -3.51 -3.86  0.074
H 8.28 -4.79 -4.82  0.068
H 7.96 -4.67 -3.09  0.064

- LUMO level (eV) = 0.136
- E_tot (Eh) = -2355.1422
- E_HOMO (eV) = -10.62
- energy above the lowest of the compared OMol25 structures with the same formula, charge and spin (eV) = 0.000
- frontier orbital gap (eV) = 10.75

Entry 5:
Computed, not measured: C5H5NOS in the gas phase in a non-equilibrium geometry, with the ωB97M-V functional and the def2-TZVPD basis.

Each line ends with the Löwdin charge.
CARTESIAN COORDINATES (ANGSTROEM)
N 2.24 -1.65 -1.05  0.169
C 1.62 -0.88 -0.44  -0.164
C 0.77 0.03 0.34  -0.276
C 0.31 1.21 -0.51  -0.085
O -0.97 0.76 -1.00  -0.065
C -1.47 -0.22 -0.26  -0.860
S -2.94 -0.89 -0.53  0.709
C -0.51 -0.59 0.82  -0.141
H 1.33 0.41 1.18  0.146
H 0.86 1.51 -1.39  0.142
H 0.04 2.05 0.10  0.128
H -0.87 -0.07 1.76  0.156
H -0.42 -1.68 0.98  0.141

- LUMO level (eV) = 0.185
- E_tot (Eh) = -721.6797
- E_HOMO (eV) = -8.90
- energy above the lowest of the compared OMol25 structures with the same formula, charge and spin (eV) = 1.088
- frontier orbital gap (eV) = 9.08

Entry 6:
Computed, not measured: a molecular structure, C33H38AsO3PPdS in a non-equilibrium geometry, with the ωB97M-V functional and the def2-TZVPD basis.

Each line ends with the Löwdin charge.
CARTESIAN COORDINATES (ANGSTROEM)
Pd 14.34 9.54 10.23  0.972
C 15.29 6.61 11.90  -0.048
O 14.61 7.85 11.97  -0.284
C 14.23 8.30 13.26  -0.167
C 13.20 9.42 13.08  -0.082
O 13.70 10.40 12.11  -0.283
C 14.64 11.38 12.47  -0.180
C 16.05 10.96 12.31  -0.141
O 16.22 10.49 10.93  -0.320
C 17.50 9.85 10.76  -0.045
H 14.63 5.77 12.11  0.107
H 16.10 6.62 12.66  0.118
H 15.66 6.50 10.89  0.073
H 15.12 8.58 13.78  0.121
H 13.81 7.49 13.84  0.142
H 12.92 9.87 14.06  0.154
H 12.26 8.98 12.66  0.149
H 14.46 11.77 13.50  0.168
H 14.46 12.19 11.70  0.134
H 16.29 10.12 12.94  0.123
H 16.75 11.79 12.44  0.158
H 18.26 10.50 11.19  0.111
H 17.77 9.82 9.70  0.081
H 17.53 8.88 11.20  0.092
S 16.18 7.97 8.03  0.921
C 14.83 8.75 7.91  -0.658
C 11.87 12.20 9.50  -0.356
C 11.47 13.51 8.86  -0.380
As 10.47 14.68 10.09  1.507
C 9.27 13.53 11.17  -0.379
C 9.65 13.05 12.46  -0.113
C 8.80 12.17 13.10  -0.062
C 7.50 11.89 12.61  -0.033
C 7.09 12.47 11.44  -0.043
C 8.01 13.23 10.68  -0.105
C 9.52 15.95 9.00  -0.393
C 9.94 16.17 7.68  -0.113
C 9.29 17.03 6.84  -0.043
C 8.11 17.65 7.25  -0.015
C 7.67 17.45 8.55  -0.025
C 8.41 16.66 9.46  -0.067
P 13.31 11.26 8.78  1.022
C 12.86 10.11 7.57  -0.376
C 13.97 9.33 6.89  -0.364
C 13.57 8.04 6.04  0.035
C 12.24 7.77 6.04  -0.084
C 11.30 8.50 6.68  -0.053
C 11.54 9.71 7.36  -0.037
C 14.40 12.43 8.06  -0.402
C 14.09 13.01 6.85  -0.105
C 14.76 14.13 6.39  -0.029
C 15.81 14.68 7.16  -0.016
C 16.03 14.13 8.39  -0.068
C 15.42 12.98 8.80  -0.097
H 11.05 11.49 9.51  0.076
H 12.17 12.35 10.56  0.070
H 10.90 13.41 7.92  0.096
H 12.37 14.13 8.60  0.076
H 10.62 13.32 12.94  0.113
H 9.03 11.80 14.10  0.116
H 6.83 11.45 13.30  0.112
H 6.08 12.43 11.07  0.121
H 7.57 13.64 9.77  0.115
H 10.88 15.68 7.39  0.100
H 9.61 17.25 5.83  0.127
H 7.62 18.39 6.61  0.139
H 6.80 17.96 8.94  0.125
H 8.08 16.61 10.47  0.103
H 14.55 10.05 6.20  0.184
H 14.34 7.65 5.39  0.126
H 11.83 7.01 5.36  0.144
H 10.31 8.04 6.72  0.131
H 10.74 10.21 7.90  0.109
H 13.27 12.64 6.23  0.125
H 14.51 14.60 5.44  0.123
H 16.40 15.54 6.87  0.127
H 16.75 14.61 9.05  0.126
H 15.73 12.57 9.76  0.093

- charge = +3
- LUMO level (spin up / spin down) (eV) = -8.212 / -10.556
- 2S+1 = 6
- E_tot (Eh) = -4607.9597
- E_HOMO (spin up / spin down) (eV) = -14.73 / -16.61
- energy above the lowest of the compared OMol25 structures with the same formula, charge and spin (eV) = 0.832
- frontier orbital gap (spin up / spin down) (eV) = 6.52 / 6.06